# C45H34O7P

A 4-piece molecular cluster, C45H34O7P overall at a distorted geometry (ωB97M-V/def2-TZVPD, the OMol25 dataset).

XYZ file:
```
87
Properties=species:S:1:pos:R:3:mulliken_charge:R:1
P 1.49 -1.80 -1.57 0.260
O -7.13 -7.09 0.10 -0.657
O -4.69 3.34 2.00 -0.648
O 1.52 -0.16 -1.64 -0.162
O -3.72 -5.97 4.05 -0.661
O 6.76 3.39 -2.67 -0.718
O -2.05 -1.29 2.37 -0.662
O 7.30 8.66 -3.38 -0.647
C 7.15 7.47 -3.21 0.531
C 2.64 0.34 -2.41 -0.569
C -4.11 2.27 2.08 0.577
C -3.14 1.86 1.02 0.145
C 7.80 7.12 0.48 -0.486
C -3.68 0.12 3.29 0.751
C -6.07 -4.51 0.18 -0.612
C 4.03 0.03 -1.80 -0.319
C -2.44 0.66 1.13 0.287
C -5.52 -3.24 0.28 -0.836
C -5.46 -9.77 3.97 -0.495
C -1.53 0.31 0.15 -0.615
C 6.09 4.95 -6.49 -0.484
C -6.39 -10.04 2.97 -0.473
C -4.52 -6.22 3.17 0.516
C -1.32 1.13 -0.95 0.009
C 7.30 4.94 -0.40 -0.574
C 6.54 7.15 -5.60 -0.586
C 6.65 5.21 -4.16 0.250
C -4.66 -2.94 1.33 0.274
C -5.54 0.82 5.24 -0.480
C -3.96 -0.75 4.34 -0.455
C -5.28 1.70 4.19 -0.620
C -6.69 -9.08 2.01 -0.561
C 6.20 6.33 -6.67 -0.482
C -4.89 -0.40 5.30 -0.748
C -2.94 2.69 -0.08 -0.625
C 6.32 4.39 -5.24 -0.574
C -5.76 -5.48 1.12 0.099
C 4.69 -1.30 -2.35 -1.041
C -2.68 -0.25 2.27 0.249
C 7.34 6.86 -1.87 0.220
C -6.38 -6.83 1.02 0.700
C -4.36 1.35 3.21 0.156
C 7.61 5.76 0.67 -0.488
C -2.03 2.32 -1.07 -0.684
C -4.84 -8.53 4.02 -0.516
C 7.17 5.49 -1.68 0.266
C -6.06 -7.84 2.06 0.151
C -5.15 -7.55 3.08 0.170
C -4.88 -5.19 2.17 -0.202
C 6.85 4.60 -2.82 0.627
C 7.67 7.67 -0.79 -0.578
C 6.77 6.59 -4.34 0.218
C -4.34 -3.91 2.27 -0.293
H 8.06 7.76 1.32 0.403
H -7.40 -9.30 1.23 0.473
H -3.49 3.62 -0.18 0.503
H -4.13 -8.31 4.81 0.471
H -5.76 -2.49 -0.45 0.422
H -3.66 -3.67 3.08 0.546
H 0.41 -2.13 -0.70 0.203
H 6.23 3.32 -5.11 0.467
H 4.74 -2.01 -1.51 0.282
H 7.71 5.33 1.66 0.405
H -5.11 -1.09 6.11 0.435
H -0.98 -0.62 0.24 0.245
H -6.74 -4.75 -0.64 0.491
H 6.63 8.21 -5.74 0.482
H 2.67 -2.34 -0.99 0.185
H 1.24 -2.44 -2.80 0.213
H -0.61 0.83 -1.71 0.374
H 4.72 0.85 -2.06 0.241
H -5.22 -10.52 4.71 0.401
H -3.45 -1.71 4.40 0.475
H 6.02 6.77 -7.64 0.406
H 5.83 4.32 -7.33 0.401
H -6.26 1.10 6.00 0.411
H 7.16 3.88 -0.25 0.463
H -6.88 -11.01 2.94 0.404
H 3.97 -1.75 -3.07 0.320
H 3.91 0.00 -0.70 0.306
H 2.53 1.44 -2.41 0.317
H -1.88 2.96 -1.93 0.414
H -5.79 2.65 4.14 0.496
H 5.67 -1.12 -2.80 0.353
H 2.60 0.06 -3.48 0.457
H -4.24 -1.95 1.42 0.148
H 7.81 8.74 -0.94 0.481
```

Electronic energy ... -2603.01369 hartree
Total charge ... +1
Maximum force ... 0.0646 hartree/bohr
Lowest unoccupied orbital energy ... -4.22 eV



# C29H80N8O13

A 9-piece molecular cluster, C29H80N8O13 overall at a distorted geometry (ωB97M-V/def2-TZVPD, the OMol25 dataset).

XYZ file:
```
130
Properties=species:S:1:pos:R:3:mulliken_charge:R:1
O -6.08 -5.07 -1.97 -0.429
O 1.54 0.30 1.37 -0.411
O 2.05 3.11 -1.58 -0.603
O 4.87 -1.42 0.42 -0.592
O 5.28 4.97 6.33 -0.316
O -1.13 3.59 4.14 -0.641
O 3.95 0.95 5.39 -0.454
O -0.44 -4.16 -3.45 -0.283
O -3.46 2.67 -0.38 -0.491
O -2.84 -0.54 2.81 -0.464
O 3.95 -2.10 -3.10 -0.107
O 0.60 0.14 -3.33 -0.309
O -6.44 0.65 -5.01 -0.433
N 2.24 -4.51 -2.80 -0.059
N -4.38 -2.31 -0.08 0.156
N -5.23 1.38 -2.23 -0.125
N 0.83 3.07 3.05 0.190
N 0.30 -0.13 -0.42 0.321
N 4.05 3.54 4.24 -0.106
N 0.68 5.00 4.23 -0.449
N 2.53 -0.52 -0.58 0.098
C -5.25 -3.48 -0.27 -0.828
C 5.10 5.56 5.07 -0.660
C 1.47 3.62 -0.40 0.319
C 5.07 4.55 3.92 -0.689
C -0.24 0.59 -4.43 -0.674
C 4.44 -3.36 -2.68 -0.504
C 1.53 -0.06 0.20 0.219
C -1.83 -3.95 -3.47 -0.700
C 4.98 -1.35 1.86 -0.534
C 3.62 -4.52 -3.16 -0.889
C -2.87 2.04 -1.52 0.400
C 3.99 -1.93 -4.50 -0.910
C -6.78 -0.32 -4.03 -0.423
C 6.48 5.29 6.96 -0.846
C -2.57 3.58 0.25 -0.362
C 2.94 0.63 6.33 -0.789
C -4.12 -1.99 1.34 -0.858
C -1.81 0.41 2.94 -0.254
C -0.06 -5.48 -3.11 -0.684
C -3.85 0.97 -1.96 0.557
C -5.35 2.27 -3.39 -0.398
C -5.34 1.51 -4.74 -0.505
C 1.45 -5.60 -3.30 -0.590
C 3.46 1.21 4.09 -0.050
C -3.05 -0.90 1.47 0.311
C 0.02 3.86 3.83 0.539
C -6.48 -6.08 -1.08 -0.717
C -4.95 -4.31 -1.54 -0.209
C 4.21 2.36 3.40 -0.859
H 3.27 -0.96 -0.03 0.080
H 2.04 3.26 0.47 -0.310
H -4.45 2.90 -3.39 0.192
H 0.34 -0.30 -1.42 0.135
H 1.60 5.16 3.87 0.133
H 3.50 0.35 3.41 0.116
H -1.80 1.34 2.35 -0.096
H -6.25 -3.07 -0.47 0.349
H 4.09 -5.43 -2.75 0.392
H -1.97 1.52 -1.16 -0.419
H -5.90 -0.80 -3.59 0.044
H -0.54 1.60 -4.18 0.222
H 2.50 -0.35 6.14 0.328
H 3.84 -4.76 -4.22 0.452
H -0.48 -5.71 -2.12 0.416
H 5.78 -1.41 0.10 0.286
H 0.27 5.36 5.08 0.238
H 4.30 3.29 5.19 0.253
H -5.00 -1.47 1.74 0.318
H -3.07 4.20 0.98 0.296
H -2.22 -4.18 -2.47 0.265
H 6.46 5.34 8.05 0.313
H -1.76 3.00 0.72 -0.200
H -0.46 0.39 -0.02 -0.146
H -4.05 -4.87 -1.29 0.203
H -4.76 -3.80 -2.48 0.174
H 6.67 6.36 6.80 0.319
H -3.93 0.23 -1.17 -1.376
H 3.55 -0.99 -4.83 0.253
H 1.47 4.71 -0.39 0.417
H -1.97 4.14 -0.49 0.364
H -6.82 -5.64 -0.14 0.287
H 5.77 6.39 4.81 0.555
H 3.59 2.45 2.50 0.042
H 5.48 -3.51 -2.97 0.403
H -3.94 -2.87 1.95 0.464
H -4.45 0.89 -4.86 0.221
H 2.21 1.44 6.48 0.301
H -5.69 -6.80 -0.83 0.283
H 1.89 -6.52 -2.90 0.302
H 2.38 1.31 4.10 0.302
H -7.31 -6.60 -1.56 0.288
H 4.01 -1.69 2.22 0.227
H 4.41 -3.40 -1.59 0.198
H -0.56 -6.14 -3.83 0.386
H 0.30 0.48 -5.37 0.334
H 1.58 -5.57 -4.40 0.315
H -5.45 -3.99 0.67 0.544
H 4.95 5.10 2.99 0.388
H -1.87 0.88 3.92 0.355
H 5.24 2.04 3.22 0.719
H -7.34 0.14 -3.22 0.247
H -3.27 -0.04 0.84 -0.224
H -1.05 -0.14 -4.54 0.192
H -2.25 -4.64 -4.22 0.361
H 2.34 -0.90 -1.49 -0.015
H 3.42 -2.71 -5.01 0.370
H 0.43 2.26 2.62 -0.163
H 5.03 -1.81 -4.83 0.284
H -3.44 0.47 -2.84 0.359
H 1.76 -3.62 -2.76 0.165
H -5.64 1.79 -1.40 0.296
H 1.81 3.27 3.19 -0.029
H 2.16 2.16 -1.48 0.311
H 6.06 4.06 3.92 0.360
H -6.25 2.88 -3.36 0.457
H -5.24 2.21 -5.56 0.403
H -0.81 -0.02 2.82 0.231
H -7.38 -1.13 -4.45 0.290
H 1.02 -0.63 -3.74 0.112
H -2.04 -2.91 -3.71 0.173
H 4.11 6.03 5.08 0.210
H 5.74 -2.04 2.22 0.421
H -2.17 -1.39 1.02 0.258
H -2.58 2.75 -2.30 0.635
H 7.42 4.84 6.62 0.318
H 5.14 -0.32 2.18 0.107
H 0.42 3.35 -0.31 -0.057
H 3.49 0.52 7.26 0.275
H -4.73 -1.45 -0.47 -0.179
```

Electronic energy ... -2568.84983 hartree
Total charge ... 0
Maximum force ... 0.0627 hartree/bohr
SMILES ... COCCNCCOC.COCCNCCOC.COCCNCCOC.COCCNCCOC.NC(N)=O.NC(N)=O.CO.CO.CO
Lowest unoccupied orbital energy ... 0.41 eV



# C5H16N2O3

A 3-piece molecular cluster, C5H16N2O3 overall at a distorted geometry (ωB97M-V/def2-TZVPD, the OMol25 dataset).

XYZ file:
```
26
Properties=species:S:1:pos:R:3:nbo_charge:R:1
O -2.07 -0.09 1.51 -0.630
O -0.65 1.26 3.57 -0.967
O -0.58 -2.06 -2.54 -0.937
N 2.70 -0.83 -1.46 -0.859
N -0.64 0.10 -0.24 -0.478
C -1.69 0.69 -1.07 -0.434
C 1.63 -0.89 -0.43 -0.247
C 0.75 0.39 -0.65 -0.049
C -0.93 -0.15 1.10 0.540
C 1.34 1.56 0.17 -0.630
H -1.50 0.47 -2.16 0.212
H 1.36 1.36 1.21 0.216
H -1.42 0.86 3.21 0.488
H 1.00 -1.78 -0.58 0.202
H 2.66 -1.60 -2.08 0.362
H 2.38 1.81 -0.18 0.218
H -2.66 0.27 -0.79 0.238
H -0.93 1.82 4.31 0.473
H -0.15 -0.44 1.72 0.142
H 3.62 -0.76 -1.06 0.369
H 0.77 0.68 -1.72 0.223
H 0.79 2.49 -0.06 0.216
H -0.97 -1.69 -1.75 0.479
H 2.01 -0.92 0.60 0.193
H -1.78 1.80 -0.98 0.197
H 0.27 -1.67 -2.67 0.463
```

Electronic energy ... -535.32660 hartree
Total charge ... 0
Maximum force ... 0.0827 hartree/bohr
SMILES ... C[C@@H](CN)N(C)C=O.O.O
Energy above the lowest of the compared OMol25 structures with the same formula, charge and spin ... 32.71 kcal/mol
Lowest unoccupied orbital energy ... 0.75 eV



# C46H45Cl2CsN2OP2SSi

C46H45Cl2CsN2OP2SSi as an isolated structure (ωB97M-V/def2-TZVPD, the OMol25 dataset).

XYZ file:
```
101
Properties=species:S:1:pos:R:3:mulliken_charge:R:1
Cs 0.45 0.32 0.98 1.366
Cl 3.65 -1.21 1.84 -0.117
Cl 3.94 0.56 -0.47 -0.139
S -1.90 -1.77 -0.81 0.423
P -2.80 1.31 -0.35 0.914
P 0.64 -3.50 -0.89 0.684
Si 1.43 4.31 1.02 -0.326
O -1.97 -1.28 0.60 -0.471
N 1.16 1.45 3.70 0.018
N 1.62 2.93 1.99 0.103
C -1.01 -4.32 -0.71 0.038
C -4.60 5.39 -1.55 -0.446
C -4.03 -1.97 -2.58 -0.450
C -2.17 -3.53 -0.69 -0.021
C -3.41 -4.06 -0.37 -0.284
C -3.57 4.81 -2.28 -0.670
C 0.62 -0.28 5.28 -1.297
C -1.16 -5.69 -0.46 -0.175
C -5.16 -1.50 -3.22 -0.850
C 1.76 -4.92 -0.64 -0.048
C 2.76 5.62 1.26 -1.082
C -2.41 -6.23 -0.19 -0.927
C -5.11 4.73 -0.43 -0.786
C -3.40 -1.19 -1.62 0.168
C -4.39 0.34 1.82 -0.180
C 0.65 3.50 5.49 -0.807
C 2.23 -5.14 0.66 -0.171
C 3.46 -7.06 -0.08 -0.486
C 3.99 0.45 1.30 0.353
C 1.04 3.79 4.21 -0.473
C 1.68 -2.35 -3.16 -0.769
C -4.65 0.19 3.18 -0.777
C -0.03 -3.56 -4.97 -0.743
C -3.06 3.58 -1.89 -0.495
C -0.25 5.15 1.20 -0.527
C -2.52 1.75 2.34 -0.173
C 0.50 2.16 5.89 -0.635
C 1.80 -2.07 -4.51 -0.557
C -3.32 1.11 1.39 0.319
C 1.52 3.74 -0.77 -0.679
C -4.98 0.55 -1.98 -0.366
C -2.77 1.60 3.70 -0.611
C -0.14 -3.84 -3.61 0.098
C -3.58 2.91 -0.79 -0.024
C 3.02 -6.85 -1.37 -0.718
C 2.17 -5.78 -1.65 0.021
C -4.60 3.50 -0.06 0.131
C 0.77 1.18 4.95 0.535
C 1.28 2.74 3.26 -0.061
C -5.65 -0.24 -2.90 -0.960
C -3.54 -5.42 -0.13 -0.851
C -3.84 0.82 4.11 -0.678
C 0.94 -2.68 -5.42 -0.520
C 0.72 -3.24 -2.70 0.412
C 3.07 -6.21 0.94 -0.681
C -3.83 0.11 -1.32 -0.573
H -0.31 6.02 0.54 0.455
H 1.93 -4.46 1.45 0.406
H -1.05 4.46 0.91 -0.132
H -2.24 3.14 -2.45 0.356
H 2.75 6.03 2.27 0.315
H -4.27 -3.41 -0.31 0.587
H -4.50 -5.84 0.11 0.427
H -5.02 -0.17 1.10 0.393
H -6.54 0.14 -3.39 0.421
H -0.70 -4.03 -5.67 0.422
H 0.67 3.08 -1.00 0.043
H 4.98 0.71 1.63 0.399
H 4.12 -7.89 0.14 0.380
H 3.42 -6.36 1.95 0.408
H 3.76 5.19 1.09 0.269
H 1.03 -2.46 -6.48 0.392
H 1.83 -5.62 -2.67 0.385
H 0.43 -0.43 6.34 0.401
H 1.18 4.82 3.90 0.345
H 0.19 1.90 6.89 0.367
H -4.04 0.69 5.17 0.395
H 0.47 4.30 6.19 0.387
H -5.36 1.54 -1.78 0.501
H -0.90 -4.54 -3.27 0.437
H -5.00 6.35 -1.84 0.380
H 1.47 4.58 -1.47 0.325
H -2.12 2.08 4.42 0.410
H -0.46 5.49 2.22 0.335
H -0.22 -0.70 4.72 0.195
H 1.52 -0.82 5.00 0.283
H 3.33 -7.51 -2.17 0.410
H 2.63 6.46 0.56 0.308
H -2.50 -7.29 0.00 0.416
H 2.43 3.18 -0.97 0.170
H -1.69 2.37 2.02 0.530
H -5.91 5.19 0.14 0.403
H -3.65 -2.96 -2.81 0.511
H 2.56 -1.38 -4.86 0.425
H -3.16 5.32 -3.13 0.392
H -5.49 -0.42 3.50 0.409
H 3.24 1.13 1.71 -0.410
H -0.29 -6.33 -0.47 0.419
H 2.35 -1.86 -2.45 0.450
H -5.00 3.00 0.82 0.472
H -5.65 -2.11 -3.96 0.432
```

Electronic energy ... -4275.62696 hartree
Total charge ... 0
Maximum force ... 0.0054 hartree/bohr
Energy above the lowest of the compared OMol25 structures with the same formula, charge and spin ... 2.13 kcal/mol
Lowest unoccupied orbital energy ... 0.04 eV



# C6H4Cl2N2O3RuV

C6H4Cl2N2O3RuV as an isolated structure at a distorted geometry (ωB97M-V/def2-TZVPD, the OMol25 dataset).

XYZ file:
```
19
Properties=species:S:1:pos:R:3:lowdin_spin:R:1
Ru 0.66 0.08 0.06 2.093
V 0.01 1.15 -7.91 2.393
Cl -0.31 2.21 -6.05 0.057
Cl 1.78 -1.36 -1.22 0.702
O -0.74 1.65 -10.80 0.170
O -1.24 -1.46 1.77 0.065
O 0.79 -1.74 -8.35 0.170
N 0.28 1.80 1.03 0.088
N 0.00 3.90 1.62 0.049
C 1.24 3.51 2.09 0.319
C -0.46 1.50 -9.66 0.095
C -0.58 2.84 0.99 0.256
C -0.45 -0.91 1.06 0.016
C 1.42 2.21 1.72 0.382
C 0.49 -0.63 -8.09 0.115
H -0.42 4.82 1.72 -0.001
H 2.25 1.54 1.79 0.017
H -1.53 2.84 0.48 0.007
H 1.95 4.13 2.61 0.007
```

Electronic energy ... -2523.62567 hartree
Total charge ... +4
Maximum force ... 0.2270 hartree/bohr
2S+1 ... 8
Energy above the lowest of the compared OMol25 structures with the same formula, charge and spin ... 0.00 kcal/mol
Expectation value of S² ... 15.80
Lowest unoccupied orbital energy (alpha / beta) ... -16.64 / -19.21 eV



# C34H36AsMnN5O7S

C34H36AsMnN5O7S as an isolated structure at a distorted geometry (ωB97M-V/def2-TZVPD, the OMol25 dataset).

XYZ file:
```
85
Properties=species:S:1:pos:R:3:lowdin_spin:R:1
As 0.16 0.40 2.88 -0.008
Mn 0.20 -0.34 0.27 1.018
S -3.63 -3.77 -1.48 0.000
O -4.62 -3.78 -0.44 0.000
O -1.93 -1.54 2.29 0.001
O -1.71 -0.43 0.34 0.013
O 8.57 9.39 0.01 0.000
O -3.68 -4.75 -2.53 0.000
O 0.43 -2.35 0.53 -0.004
O 0.27 -1.80 -1.59 0.002
N 2.21 -0.07 0.14 -0.002
N 3.66 5.24 -0.08 0.000
N 0.25 1.69 -0.08 0.001
N 5.31 3.77 0.00 0.000
N -2.14 -3.86 -0.75 0.000
C 4.97 5.09 -0.04 0.000
C -3.59 -2.14 -2.19 0.000
C -3.22 1.89 -3.56 0.000
C 3.17 -0.98 0.18 0.004
C 4.15 3.04 -0.01 0.001
C 0.31 -4.15 -1.02 -0.001
C 4.91 0.65 0.09 0.002
C -2.66 -1.84 -3.17 0.000
C -3.36 0.47 -3.08 0.000
C -2.55 -0.53 -3.61 0.000
C 3.93 1.63 0.05 -0.001
C 6.39 8.55 -0.04 0.000
C 1.52 2.19 -0.04 -0.006
C 4.52 -0.68 0.15 -0.002
C 0.68 4.45 -0.20 -0.006
C 2.57 1.24 0.06 0.000
C 5.94 6.18 -0.03 0.000
C -2.37 -1.07 1.24 0.001
C -4.44 -1.17 -1.68 0.000
C -1.09 -4.59 -1.45 0.000
C 1.42 1.83 3.42 -0.002
C 7.31 5.95 0.01 0.000
C 8.22 6.99 0.02 0.000
C 9.97 9.18 -0.01 0.000
C 0.23 -0.67 4.52 -0.001
C 0.34 -2.67 -0.70 0.001
C 1.76 3.58 -0.10 0.000
C -0.76 2.54 -0.19 -0.004
C -4.32 0.13 -2.13 0.000
C 5.50 7.51 -0.06 0.000
C -0.59 3.92 -0.25 0.001
C 3.14 3.98 -0.06 -0.001
C 7.76 8.30 0.00 0.000
C -1.48 1.41 3.25 -0.004
H -0.48 -1.48 4.41 0.000
H -5.18 -1.46 -0.95 0.000
H 6.24 3.39 0.01 0.000
H 0.85 5.52 -0.24 0.000
H 2.83 -2.01 0.25 0.000
H 5.96 0.91 0.08 0.000
H -2.03 -2.61 -3.58 0.000
H -1.46 4.56 -0.34 0.000
H -4.97 0.90 -1.73 0.000
H 1.23 2.17 4.43 0.000
H 2.45 1.47 3.35 0.000
H 1.31 2.68 2.74 0.000
H -2.20 -3.99 0.25 0.000
H 10.27 8.61 -0.89 0.000
H -1.23 -4.38 -2.51 0.000
H -1.74 2.09 -0.23 0.000
H 0.63 -4.68 -0.13 0.000
H -1.82 -0.28 -4.37 0.000
H -3.77 2.04 -4.49 0.000
H -3.44 -1.19 1.00 -0.001
H 10.42 10.17 -0.05 0.000
H 9.28 6.77 0.06 0.000
H 10.31 8.66 0.89 0.000
H 6.05 9.58 -0.05 0.000
H -1.30 2.16 4.02 -0.001
H 5.25 -1.47 0.17 0.000
H -1.20 -5.67 -1.33 0.000
H 7.71 4.94 0.03 0.000
H -2.25 0.72 3.57 0.000
H -0.02 -0.05 5.38 0.000
H -3.62 2.59 -2.82 0.000
H 4.43 7.69 -0.08 0.000
H 1.01 -4.36 -1.84 0.000
H -1.81 1.91 2.34 0.000
H 1.23 -1.08 4.65 0.000
H -2.18 2.14 -3.74 0.000
```

Electronic energy ... -5902.75833 hartree
Total charge ... 0
Maximum force ... 0.0248 hartree/bohr
2S+1 ... 2
Energy above the lowest of the compared OMol25 structures with the same formula, charge and spin ... 12.19 kcal/mol
Expectation value of S² ... 1.07
Lowest unoccupied orbital energy (alpha / beta) ... -0.80 / -0.80 eV



Repeat the third record exactly.
# C5H16N2O3

A 3-piece molecular cluster, C5H16N2O3 overall at a distorted geometry (ωB97M-V/def2-TZVPD, the OMol25 dataset).

XYZ file:
```
26
Properties=species:S:1:pos:R:3:nbo_charge:R:1
O -2.07 -0.09 1.51 -0.630
O -0.65 1.26 3.57 -0.967
O -0.58 -2.06 -2.54 -0.937
N 2.70 -0.83 -1.46 -0.859
N -0.64 0.10 -0.24 -0.478
C -1.69 0.69 -1.07 -0.434
C 1.63 -0.89 -0.43 -0.247
C 0.75 0.39 -0.65 -0.049
C -0.93 -0.15 1.10 0.540
C 1.34 1.56 0.17 -0.630
H -1.50 0.47 -2.16 0.212
H 1.36 1.36 1.21 0.216
H -1.42 0.86 3.21 0.488
H 1.00 -1.78 -0.58 0.202
H 2.66 -1.60 -2.08 0.362
H 2.38 1.81 -0.18 0.218
H -2.66 0.27 -0.79 0.238
H -0.93 1.82 4.31 0.473
H -0.15 -0.44 1.72 0.142
H 3.62 -0.76 -1.06 0.369
H 0.77 0.68 -1.72 0.223
H 0.79 2.49 -0.06 0.216
H -0.97 -1.69 -1.75 0.479
H 2.01 -0.92 0.60 0.193
H -1.78 1.80 -0.98 0.197
H 0.27 -1.67 -2.67 0.463
```

Electronic energy ... -535.32660 hartree
Total charge ... 0
Maximum force ... 0.0827 hartree/bohr
SMILES ... C[C@@H](CN)N(C)C=O.O.O
Energy above the lowest of the compared OMol25 structures with the same formula, charge and spin ... 32.71 kcal/mol
Lowest unoccupied orbital energy ... 0.75 eV



Which of these has the highest electronic energy?
C5H16N2O3



Number 6 is which compound?
C34H36AsMnN5O7S